Record 1
Formula: C46H53F4N8PdSb
Source: OMol25
Level of theory: wB97M-V/def2-TZVPD

Calculated values
Multiplicity: 3
HOMO-LUMO gap (alpha / beta) (eV): 6.8 / 5.0
HOMO (alpha / beta) (eV): -7.1915 / -7.1184
Total energy (a.u.): -2990.14920
Expectation value of S²: 2.13
Energy above the lowest of the compared OMol25 structures with the same formula, charge and spin (kcal/mol): 47.5

Last column: Mulliken charge in e.
Geometry (Å):
Pd  0.71980  0.22862  -0.18057  0.2932
N  3.19386  -0.18566  2.52447  0.3878
C  3.64861  -0.12604  1.21028  0.2758
C  5.04486  -0.26346  1.09110  -1.1858
C  5.64708  -0.22465  -0.13517  -0.8616
C  4.85223  -0.06187  -1.26754  -1.3414
C  3.50479  0.05984  -1.07703  -0.9046
N  2.88224  0.04906  0.13033  1.5995
C  1.94893  -0.14021  3.16730  0.4180
C  1.92083  -0.40854  4.54073  -1.0529
C  0.70518  -0.36202  5.18403  -0.9203
C  -0.44605  -0.07383  4.45466  -1.0096
C  -0.30256  0.16341  3.10670  -0.9361
N  0.87797  0.15444  2.47423  1.8765
H  3.94460  -0.37921  3.16355  0.1631
H  5.63330  -0.40090  1.99029  0.5444
H  6.72211  -0.32800  -0.21596  0.4273
H  5.26254  -0.03978  -2.26714  0.5485
H  2.85064  0.16291  -1.92781  0.7443
H  2.83092  -0.65434  5.07620  0.5084
H  0.64834  -0.56495  6.24578  0.4027
H  -1.42412  -0.05340  4.91685  0.5314
H  -1.16480  0.35065  2.48180  0.1984
C  2.05844  5.51865  1.11493  -1.7003
C  2.08404  3.98791  1.12579  1.9764
C  1.81157  3.50545  2.55136  -2.0002
C  3.47495  3.52679  0.68427  -2.4008
Sb  0.65329  2.92954  -0.16759  1.4433
C  1.09131  3.62390  -2.19781  1.8178
C  2.32973  2.85181  -2.65782  -1.2413
C  1.35537  5.12387  -2.31480  -1.8750
C  -0.07063  3.23041  -3.11645  -1.7799
C  -1.31571  3.74997  0.36685  2.0713
C  -2.29977  3.57492  -0.79203  -1.9401
C  -1.26792  5.22792  0.75100  -1.7603
C  -1.81673  2.94329  1.56419  -1.3048
H  2.90984  5.87115  1.71343  0.5204
H  1.16232  5.92777  1.56807  0.3007
H  2.16319  5.95001  0.12424  0.2096
H  2.57113  3.92918  3.22221  0.5207
H  1.85453  2.41861  2.63795  0.3372
H  0.83632  3.83459  2.91623  0.2563
H  4.21390  3.86887  1.42117  0.5224
H  3.75769  3.95541  -0.27886  0.3626
H  3.55805  2.44049  0.61038  0.6226
H  3.17461  2.92498  -1.97286  0.2034
H  2.65103  3.25308  -3.62801  0.6155
H  2.09596  1.79674  -2.80650  -0.3597
H  2.30894  5.40593  -1.86838  0.3377
H  0.56788  5.73544  -1.87019  0.2303
H  1.41052  5.38607  -3.37971  0.5028
H  -0.47097  2.23557  -2.90597  0.1676
H  0.29362  3.21885  -4.15159  0.5344
H  -0.89059  3.94309  -3.07367  0.3588
H  -2.14128  4.31520  -1.57385  0.3201
H  -3.31322  3.73272  -0.40070  0.5990
H  -2.27260  2.58358  -1.23986  0.2307
H  -0.74621  5.85117  0.02339  0.2476
H  -0.80896  5.37711  1.72782  0.3250
H  -2.29894  5.59814  0.82077  0.5172
H  -2.00234  1.90725  1.28922  -0.3691
H  -2.76941  3.37415  1.89975  0.5987
H  -1.12870  2.96415  2.41170  0.2367
F  -3.16736  -1.19073  1.38023  -0.4422
C  -3.73055  -2.21255  0.71118  0.1772
C  -4.22840  -3.24420  1.44791  0.7449
F  -4.10586  -3.17704  2.77397  -0.4362
C  -4.88239  -4.35253  0.85818  0.3769
C  -5.01548  -4.26245  -0.54857  0.4379
C  -4.50409  -3.22827  -1.27962  0.0693
F  -4.64390  -3.27314  -2.60578  -0.4325
C  -3.80273  -2.15971  -0.69454  1.0361
C  -3.18224  -1.11303  -1.45256  -0.3846
C  -2.15946  -0.34613  -0.91256  -0.5468
N  -1.29755  0.27180  -0.44294  0.5848
C  -3.46236  -0.83341  -2.82994  -0.1745
N  -3.64346  -0.53775  -3.93018  -0.7288
F  -5.62710  -5.24190  -1.20959  -0.3704
C  -5.33649  -5.46725  1.60393  0.6745
C  -5.13133  -5.60157  3.01471  -0.0382
N  -4.95704  -5.76872  4.14155  -0.6053
C  -6.00861  -6.58620  1.01605  0.0037
N  -6.54013  -7.52428  0.60924  -0.5697
C  0.89743  -4.74536  1.20770  -1.7049
C  -0.43673  -3.99532  1.10425  -0.1060
C  -0.46194  -2.84133  2.09012  -0.9171
C  -0.72572  -3.66214  -0.35256  0.7533
C  -1.59664  -4.53337  -0.99748  -0.1427
C  -1.86949  -4.44080  -2.34850  -1.6132
C  -1.19733  -3.48339  -3.08578  -0.3848
C  -0.30816  -2.58526  -2.50627  0.7571
C  0.53880  -1.77826  -3.47830  -0.4613
C  2.01109  -2.19762  -3.36838  -1.5332
C  0.34018  -0.27744  -3.39060  0.1066
C  -0.09876  -2.61277  -1.09008  0.5946
N  0.77950  -1.78414  -0.40380  -0.9554
H  1.09570  -5.04734  2.24038  0.4367
H  1.71106  -4.09468  0.87480  0.1825
H  0.89705  -5.63971  0.58204  0.4225
H  -1.23461  -4.67880  1.40278  0.6032
H  0.35882  -2.16382  1.89441  -0.2763
H  -0.36886  -3.22456  3.11118  0.5537
H  -1.39808  -2.27598  2.02800  -0.0009
H  -2.06273  -5.31942  -0.40929  0.5788
H  -2.56048  -5.12589  -2.82564  0.4107
H  -1.35031  -3.43157  -4.15871  0.3757
H  0.20168  -2.07171  -4.47412  0.6612
H  2.37824  -2.09235  -2.34546  0.1379
H  2.63899  -1.59436  -4.03366  0.4503
H  2.13144  -3.24714  -3.64832  0.4437
H  0.55455  0.06311  -2.38588  -0.8716
H  -0.69596  -0.00765  -3.60980  0.5372
H  0.98227  0.24236  -4.10888  0.6231



Record 2
Formula: C4H6O2
Source: OMol25
Level of theory: wB97M-V/def2-TZVPD

Calculated values
HOMO-LUMO gap (eV): 11.1
HOMO (eV): -10.1604
Total energy (a.u.): -306.41840
Energy above the lowest of the compared OMol25 structures with the same formula, charge and spin (kcal/mol): 55.2

Last column: Mulliken charge in e.
Geometry (Å):
O  3.06176  1.84914  0.36368  -0.1946
C  2.32049  1.36708  -0.34829  0.1699
C  0.16978  -1.46253  -0.61520  -0.3938
C  -0.71518  -1.57772  0.37014  -0.5644
C  -0.93985  1.47074  0.17483  -0.1936
O  -0.15087  1.94467  0.95382  -0.3978
H  -0.07380  -1.73023  -1.64078  0.2443
H  1.17374  -1.08472  -0.44011  0.1870
H  -1.72285  -1.94782  0.19540  0.2600
H  -0.46512  -1.30693  1.39354  0.2884
H  -1.94608  1.13267  0.49314  0.3057
H  -0.71201  1.34566  -0.90017  0.2888



Record 3
Formula: C48H44N4O4P2S2Ti
Source: OMol25
Level of theory: wB97M-V/def2-TZVPD

Calculated values
HOMO-LUMO gap (eV): 7.1
HOMO (eV): -13.3116
Total energy (a.u.): -4703.59525
Net charge: +2
Energy above the lowest of the compared OMol25 structures with the same formula, charge and spin (kcal/mol): 38.2

Last column: Mulliken charge in e.
Geometry (Å):
Ti  1.32505  0.58480  0.14605  0.2555
O  2.42641  -1.45109  -2.90931  -0.7780
S  1.27732  -1.33235  -2.00622  1.6685
C  -0.23233  -1.05070  -2.98314  0.8744
C  -0.40896  -1.97453  -4.04375  -1.2329
C  -1.52184  -1.83747  -4.85253  -0.8576
C  -2.41370  -0.75673  -4.62249  -0.9830
C  -2.20813  0.15557  -3.62024  -0.8914
C  -1.06209  0.02206  -2.77314  0.2634
P  -0.58569  1.33029  -1.56924  2.7197
C  -0.08878  2.71762  -2.66031  0.7364
C  0.52603  2.34538  -3.89259  -0.5441
C  1.02520  3.35723  -4.76019  -0.7587
C  0.93726  4.67228  -4.33041  -0.5286
C  0.26444  5.05667  -3.21606  -1.0692
C  -0.23980  4.08268  -2.35246  -0.1475
C  -2.25999  1.80305  -0.80323  0.6764
C  -3.38257  0.96343  -0.91932  -0.3890
C  -4.57397  1.40484  -0.32280  -1.0436
C  -4.66753  2.63039  0.32770  -1.1170
C  -3.59410  3.47953  0.27155  -0.8351
C  -2.39066  3.07226  -0.22476  0.4127
C  1.06047  -3.01290  -1.32958  0.0242
C  1.57192  -3.96440  -2.16481  -1.0627
C  1.27817  -5.30316  -1.89346  -1.0117
C  0.41385  -5.60795  -0.85462  -0.9923
C  -0.08459  -4.63856  -0.00073  -0.8268
C  0.34900  -3.32746  -0.13100  -0.1876
P  -0.09844  -1.95899  0.98061  3.8031
C  -1.92756  -2.29757  0.83823  0.5095
C  -2.44170  -2.43168  -0.42405  -0.2581
C  -3.81287  -2.66616  -0.57513  -0.6495
C  -4.65733  -2.86299  0.57226  -0.9596
C  -4.08843  -2.73183  1.82047  -0.6964
C  -2.69148  -2.53364  1.94249  -0.8958
C  0.31078  -2.39032  2.70642  0.6072
C  0.47139  -3.76757  2.97916  -0.8462
C  0.81649  -4.12301  4.30631  -0.6230
C  0.99931  -3.09544  5.29931  -0.8798
C  0.72087  -1.75409  4.97491  -1.0284
C  0.41859  -1.38088  3.67608  -0.4969
H  0.32526  -2.69915  -4.25154  0.6703
H  -1.74642  -2.62853  -5.57517  0.4299
H  -3.31093  -0.49040  -5.18727  0.4353
H  -2.83833  0.95362  -3.55969  0.7985
H  0.60603  1.29088  -4.14535  0.2948
H  1.35540  3.03782  -5.74133  0.5012
H  1.27093  5.49322  -5.10572  0.2568
H  0.17385  6.13161  -3.02731  0.4370
H  -0.74725  4.39257  -1.47254  0.5411
H  -3.25383  0.03743  -1.44323  0.5443
H  -5.39744  0.76450  -0.49820  0.5574
H  -5.61435  2.89204  0.83408  0.4334
H  -3.64283  4.52479  0.67487  0.3989
H  -1.36266  3.56398  -0.22697  -0.8503
H  2.15185  -3.68621  -3.02234  0.6997
H  1.73954  -6.04584  -2.54698  0.4699
H  -0.02305  -6.56112  -0.69659  0.5069
H  -0.84796  -4.96231  0.69984  0.5752
H  -1.82244  -2.19542  -1.31548  0.2840
H  -4.25492  -2.63487  -1.58082  0.4470
H  -5.72954  -2.90419  0.45303  0.4226
H  -4.66376  -2.87154  2.75324  0.4531
H  -2.30677  -2.54646  2.92559  0.6059
H  0.39969  -4.53768  2.25543  0.5319
H  1.04246  -5.15562  4.54383  0.4297
H  1.13238  -3.44558  6.31781  0.4258
H  0.95248  -0.99984  5.67362  0.4846
H  0.36143  -0.34370  3.47890  0.4705
C  1.16366  5.03937  1.45846  -1.8340
C  0.93206  3.52524  1.20542  0.0221
N  1.52617  2.84727  0.26128  1.5429
N  2.37469  3.54840  -0.52089  -1.6449
C  3.03203  2.85069  -1.34852  0.5874
N  3.99453  3.41056  -2.14801  -0.3434
S  2.75192  1.16464  -1.55680  -0.2954
C  -0.06816  2.71256  1.90632  0.4666
C  -0.82383  3.28333  3.00799  -0.9812
C  -1.95225  2.58857  3.45574  -1.3191
C  -2.23466  1.33647  2.92095  -1.3851
C  -1.39553  0.84704  1.95323  -0.1521
N  -0.37122  1.48208  1.47482  1.6651
H  1.73876  5.59479  0.74987  0.3840
H  1.50745  5.12490  2.50014  0.4426
H  0.19432  5.56087  1.49726  0.4138
H  4.32092  4.32757  -1.93864  0.2478
H  4.43966  2.88724  -2.93792  0.2387
H  -0.56092  4.22273  3.42816  0.6340
H  -2.51550  3.11604  4.18999  0.5020
H  -3.13897  0.80528  3.07194  0.7013
H  -1.69699  -0.03720  1.40569  -0.3097
C  5.22793  -0.50099  1.33210  -1.7526
C  3.76656  -0.91655  1.60858  1.5637
C  3.80119  -2.31293  2.23836  -1.3926
O  2.92139  -1.01949  0.36459  -0.4674
C  3.07528  0.10606  2.45926  -0.3096
O  3.37830  0.35210  3.61083  -0.6059
O  2.05571  0.71676  1.83477  0.4389
H  5.64045  -1.19456  0.60395  0.5601
H  5.80987  -0.50452  2.26908  0.4018
H  5.31709  0.50668  1.02546  0.3939
H  4.62201  -2.82185  1.73249  0.4619
H  2.90703  -2.86132  2.13541  0.1388
H  4.01409  -2.31913  3.30409  0.3388
H  3.53616  -1.26934  -0.37513  0.4305



Record 4
Formula: C17H19N5O
Source: OMol25
Level of theory: wB97M-V/def2-TZVPD

Calculated values
Structure (SMILES): Cc1cncc(-c2cnc3[nH]cnc(N4CCO[C@@H](C)C4)c2-3)c1
HOMO-LUMO gap (eV): 8.0
HOMO (eV): -7.8833
Total energy (a.u.): -1008.21214
Energy above the lowest of the compared OMol25 structures with the same formula, charge and spin (kcal/mol): 36.4

Last column: Mulliken charge in e.
Geometry (Å):
N  -0.38477  -3.12528  1.29797  -0.5784
N  2.99609  -2.92655  -1.02866  -0.9071
N  1.25345  2.52592  0.39767  -0.6835
O  -3.14378  0.85706  0.80101  -0.4338
C  0.32767  -4.21216  1.12911  -0.3734
C  1.94888  -3.10323  -0.25680  -1.5387
C  2.98090  -1.58279  -1.44301  -0.5543
C  1.19337  -1.88509  -0.10748  0.7065
C  1.93512  -0.90725  -0.85592  0.5320
C  0.01946  -1.94974  0.65697  0.4424
C  1.41803  1.21393  0.33068  -0.2845
C  1.33270  3.23254  -0.74234  -0.7463
C  1.74221  1.25331  -2.02317  -0.3840
C  1.71417  0.51756  -0.85805  0.7514
C  1.58932  2.63376  -1.98779  0.7935
N  1.45437  -4.24173  0.31743  0.0075
N  -0.86814  -0.89529  0.73678  0.7777
C  1.53202  3.45358  -3.29018  -1.3492
C  -2.24043  0.88673  -0.32247  -0.3755
C  -1.49631  -0.44067  -0.53380  -0.6419
C  -3.29164  0.76067  3.22759  -1.5014
C  -1.64435  -0.70392  1.96541  -0.9969
C  -2.38962  0.67543  1.98169  0.4227
H  0.09826  -5.11387  1.66894  0.3999
H  3.77635  -1.14225  -2.05296  0.4432
H  1.37733  0.62349  1.22492  0.5558
H  1.13804  4.28681  -0.64555  0.3926
H  1.91482  0.71355  -2.98389  0.3653
H  1.97463  -5.11237  0.23628  0.2853
H  1.84260  4.47737  -3.11994  0.3962
H  0.47306  3.45549  -3.62298  0.2577
H  2.21337  3.01349  -4.03781  0.3487
H  -2.84392  1.03028  -1.24493  0.3045
H  -1.57495  1.74517  -0.15692  0.2696
H  -0.75674  -0.34386  -1.34483  0.3407
H  -2.21692  -1.20762  -0.88678  0.3477
H  -3.61422  1.79562  3.36115  0.3973
H  -4.15955  0.09952  3.14966  0.3479
H  -2.67764  0.47375  4.10292  0.3524
H  -2.33060  -1.56201  2.10878  0.3832
H  -0.98590  -0.70347  2.81459  0.4120
H  -1.62676  1.43411  2.03669  0.3154